[1]
Entry from the OMol25 dataset: a molecular structure, C27H43ClF6N5O2PSi2Zr (ωB97M-V/def2-TZVPD).

```
88
Properties=species:S:1:pos:R:3:mulliken_charge:R:1
Zr 0.329 -1.207 -2.266 0.022
C 1.289 1.220 1.878 -0.356
C 2.202 1.962 0.911 -1.114
N 2.246 1.248 -0.343 0.461
C 2.360 1.978 -1.585 -1.725
C 1.002 2.326 -2.161 0.881
C 0.782 3.559 -2.754 -1.139
C -0.464 3.851 -3.284 -0.779
C -1.477 2.917 -3.171 -1.365
C -1.190 1.708 -2.559 0.939
C -2.267 0.662 -2.373 -1.506
N -1.821 -0.310 -1.352 -0.264
C -1.911 0.338 -0.012 -2.618
C -1.210 -0.786 2.258 -0.432
N -0.144 1.333 1.386 0.229
N 0.023 1.405 -2.082 1.597
H 1.540 0.159 1.936 -0.077
H 1.359 1.644 2.880 0.621
H 1.807 2.968 0.734 0.513
H 3.184 2.100 1.380 0.409
H 2.884 0.468 -0.302 -0.147
H 2.949 2.899 -1.506 0.543
H 2.871 1.339 -2.310 0.334
H 1.588 4.280 -2.795 0.549
H -0.649 4.806 -3.760 0.474
H -2.474 3.113 -3.543 0.587
H -3.195 1.155 -2.068 0.633
H -2.466 0.147 -3.311 0.581
H -2.444 -1.114 -1.370 0.298
H -1.888 1.410 -0.202 0.565
H -2.897 0.137 0.400 0.621
H -1.357 -0.093 3.093 -0.658
H -0.349 -1.402 2.533 0.468
H -0.051 1.809 0.484 -0.279
Cl -0.728 -3.276 -0.292 -0.043
C 0.018 -3.412 -1.945 -0.772
H -0.707 -3.927 -2.570 0.504
H 0.923 -4.005 -1.841 0.401
F 0.200 -0.228 -4.326 -0.402
P -0.533 -1.506 -5.231 1.515
F 0.358 -1.187 -6.462 -0.327
F -1.268 -2.743 -5.823 -0.337
F -1.671 -0.487 -5.623 -0.371
F -1.361 -1.732 -3.712 -0.455
F 0.608 -2.422 -4.524 -0.307
C -0.284 4.171 2.079 -1.385
Si -1.058 2.541 2.522 0.690
C -2.859 2.536 2.079 -0.915
C -0.744 2.083 4.301 -1.407
C -0.811 -0.002 1.011 3.076
Si -2.756 -1.915 2.467 0.173
C -3.841 -2.199 0.959 -1.001
C -3.863 -1.107 3.746 -1.232
C -2.119 -3.531 3.138 -1.132
H -0.795 4.954 2.645 0.430
H -0.397 4.415 1.020 0.353
H 0.774 4.229 2.340 0.374
H -3.358 3.249 2.741 0.514
H -3.336 1.569 2.234 0.125
H -3.045 2.868 1.057 0.291
H -0.100 2.827 4.773 0.395
H -0.276 1.109 4.434 0.455
H -1.689 2.069 4.848 0.455
H -0.007 -0.557 0.526 -0.563
H -4.435 -1.320 0.695 0.333
H -4.561 -2.970 1.250 0.486
H -3.324 -2.582 0.081 0.286
H -4.355 -0.207 3.369 0.353
H -3.321 -0.842 4.656 0.361
H -4.657 -1.801 4.031 0.361
H -1.440 -4.021 2.438 0.355
H -2.939 -4.220 3.352 0.382
H -1.571 -3.368 4.068 0.342
O 2.289 -1.055 -2.841 -0.798
C 2.752 -1.461 -1.657 0.126
N 1.752 -1.523 -0.710 1.292
C 2.314 -1.904 0.511 -0.938
O 1.699 -1.926 1.580 -0.701
C 3.737 -2.119 0.243 0.546
C 4.767 -2.510 1.095 -0.624
C 6.040 -2.619 0.573 -0.612
C 6.295 -2.340 -0.789 -0.521
C 5.299 -1.948 -1.647 -0.917
C 3.995 -1.831 -1.126 0.995
H 4.560 -2.730 2.134 0.521
H 6.859 -2.927 1.208 0.423
H 7.306 -2.445 -1.160 0.435
H 5.504 -1.746 -2.690 0.543
```

Computed properties:
* frontier orbital gap (alpha / beta): 5.5 / 8.3 eV
* energy above the lowest of the compared OMol25 structures with the same formula, charge and spin: 1.4419 eV
* net charge: +1
* E_tot: -3505.88521 Eh
* ⟨S²⟩: 0.774
* HOMO energy (alpha / beta): -8.35 / -11.10 eV
* 2S+1: 2

[2]
Entry from the OMol25 dataset: 10 unconnected molecules or ions with the total composition C43H112N6O19 at a distorted geometry (ωB97M-V/def2-TZVPD).

```
180
Properties=species:S:1:pos:R:3:mulliken_charge:R:1
C 4.810 0.836 3.853 -0.791
C 3.934 2.000 3.594 0.117
O 4.103 2.425 2.284 -0.431
O 4.488 -0.303 3.062 -0.521
H 4.774 0.581 4.913 0.494
H 5.898 0.872 3.802 0.472
H 4.250 2.885 4.145 0.281
H 2.896 1.800 3.861 -0.041
H 3.251 2.294 1.861 0.077
H 4.976 -1.087 3.327 0.220
C 1.105 6.356 2.481 -0.520
C 1.293 4.934 3.096 0.971
O 1.743 5.016 4.447 -0.605
O 1.253 6.381 1.099 -0.503
H 1.902 7.009 2.838 0.351
H 0.133 6.694 2.840 0.269
H 2.037 4.422 2.486 -0.081
H 0.364 4.367 3.037 -0.433
H 2.679 5.210 4.361 0.367
H 0.670 7.045 0.724 0.311
C 6.119 1.839 -0.338 -0.226
C 5.922 0.264 -0.379 -0.283
O 4.769 -0.004 0.312 -0.099
O 6.507 2.206 1.009 -0.607
H 5.179 2.341 -0.566 -0.013
H 6.901 2.161 -1.025 0.400
H 6.777 -0.247 0.062 0.277
H 5.753 -0.146 -1.375 0.240
H 4.893 -0.085 1.260 0.099
H 5.696 2.349 1.501 0.421
C 5.874 -9.963 -1.980 -0.796
O 5.600 -8.778 -2.785 -0.308
C 6.688 -7.970 -3.033 -0.541
C 6.260 -6.682 -3.781 -0.569
N 5.226 -5.852 -3.183 -0.264
C 4.933 -4.639 -4.012 -0.785
C 3.732 -3.869 -3.382 0.218
O 4.255 -2.848 -2.517 -0.412
C 3.207 -1.984 -1.980 0.216
H 6.742 -10.571 -2.237 0.308
H 5.021 -10.628 -2.117 0.260
H 5.941 -9.767 -0.910 0.312
H 7.454 -8.518 -3.583 0.366
H 7.132 -7.787 -2.055 0.386
H 5.873 -7.076 -4.721 0.289
H 7.078 -5.987 -3.966 0.298
H 4.433 -6.329 -2.779 0.244
H 4.750 -4.928 -5.047 0.326
H 5.877 -4.101 -3.923 0.383
H 3.154 -4.508 -2.714 0.181
H 3.052 -3.472 -4.135 -0.134
H 2.225 -1.909 -2.446 -0.104
H 3.692 -1.011 -1.909 -0.287
H 3.000 -2.343 -0.971 0.297
C -0.727 -3.733 -3.384 0.050
O -1.241 -3.546 -2.066 -0.495
C -0.224 -3.714 -1.080 0.332
C -0.791 -3.523 0.311 -1.466
N -1.245 -2.154 0.428 0.317
C -1.547 -1.873 1.861 -1.423
C -2.493 -0.602 1.910 0.760
O -3.713 -0.851 1.248 -0.561
C -4.502 0.312 1.022 -0.015
H -0.628 -4.805 -3.560 0.381
H 0.242 -3.252 -3.513 -0.461
H -1.481 -3.263 -4.014 0.331
H 0.581 -2.995 -1.234 -0.251
H 0.118 -4.747 -1.013 0.522
H 0.052 -3.744 0.967 0.439
H -1.617 -4.213 0.481 0.446
H -2.054 -2.136 -0.176 0.155
H -0.577 -1.687 2.321 0.286
H -2.091 -2.728 2.264 0.718
H -1.988 0.225 1.411 -0.457
H -2.654 -0.425 2.973 0.239
H -4.826 0.736 1.972 -0.082
H -5.367 0.119 0.388 0.402
H -3.932 1.048 0.456 -0.115
C 1.532 -5.774 -5.918 -0.967
O 1.289 -4.347 -5.855 0.011
C 0.826 -3.901 -7.057 -0.883
C 0.660 -2.384 -7.186 -0.831
N -0.145 -1.900 -6.117 -0.049
C -0.351 -0.436 -6.192 -1.193
C -0.693 0.041 -4.785 0.133
O 0.129 -0.515 -3.725 0.187
C -0.504 -0.270 -2.462 0.763
H 2.106 -6.146 -5.070 0.226
H 2.060 -6.116 -6.808 0.354
H 0.572 -6.281 -5.823 0.351
H -0.150 -4.373 -7.176 0.440
H 1.304 -4.296 -7.954 0.504
H 0.196 -2.164 -8.147 0.432
H 1.654 -1.936 -7.205 0.402
H 0.218 -2.203 -5.224 -0.154
H -1.137 -0.140 -6.886 0.334
H 0.574 0.086 -6.436 0.434
H -1.730 -0.108 -4.483 0.349
H -0.569 1.123 -4.838 -0.205
H 0.118 -0.596 -1.628 -0.328
H -1.458 -0.788 -2.358 0.503
H -0.670 0.797 -2.314 -0.773
C 1.927 -0.113 6.091 -0.616
O 0.561 0.181 6.225 -0.451
C 0.043 1.011 5.193 0.126
C -1.400 1.529 5.497 -0.894
N -2.316 0.452 5.623 -0.060
C -3.729 0.873 5.810 -0.510
C -4.664 -0.381 5.988 -0.525
O -4.380 -1.104 7.136 -0.359
C -5.356 -2.006 7.538 -0.794
H 2.217 -0.599 7.023 0.348
H 2.525 0.771 5.870 0.179
H 2.090 -0.876 5.329 0.278
H -0.016 0.544 4.209 0.060
H 0.643 1.919 5.137 0.282
H -1.734 2.313 4.818 -0.128
H -1.490 2.046 6.452 0.681
H -1.952 -0.189 6.313 0.294
H -4.033 1.360 4.884 0.014
H -3.767 1.673 6.549 0.523
H -4.615 -0.963 5.068 0.331
H -5.672 0.021 6.094 0.351
H -6.267 -1.481 7.824 0.316
H -5.165 -2.465 8.509 0.296
H -5.514 -2.796 6.803 0.302
C 2.082 2.245 -2.623 -0.560
O 1.237 2.970 -1.725 0.045
C 0.487 4.045 -2.180 -0.809
C -0.777 3.646 -2.980 -0.051
N -1.673 4.854 -3.029 -0.326
C -2.682 4.751 -4.074 -0.810
C -3.808 3.718 -3.700 -0.470
O -3.449 2.371 -4.172 -0.174
C -4.472 1.478 -3.831 -0.766
H 3.070 2.704 -2.606 0.361
H 1.732 2.130 -3.649 0.354
H 2.195 1.270 -2.149 -0.088
H 1.094 4.771 -2.722 0.135
H 0.201 4.572 -1.269 0.019
H -1.299 2.789 -2.555 -0.006
H -0.525 3.387 -4.008 0.427
H -2.127 4.881 -2.127 0.229
H -2.217 4.702 -5.058 0.421
H -3.180 5.719 -4.113 0.395
H -4.733 4.121 -4.111 0.518
H -3.866 3.669 -2.613 0.235
H -4.368 0.592 -4.456 0.212
H -5.446 1.930 -4.017 0.440
H -4.411 1.221 -2.773 0.177
C -7.674 0.609 3.298 -0.862
O -6.974 1.789 2.876 -0.223
C -7.076 2.848 3.778 -0.355
C -6.508 4.109 3.152 -0.915
N -5.016 3.903 3.104 -0.002
C -4.329 5.077 2.540 -1.175
C -2.848 4.694 2.394 0.078
O -2.738 3.888 1.275 -0.278
C -1.488 3.154 1.196 0.688
H -7.498 -0.243 2.642 0.231
H -8.734 0.801 3.131 0.372
H -7.427 0.372 4.333 0.300
H -6.490 2.552 4.648 0.161
H -8.116 3.072 4.016 0.492
H -6.797 4.970 3.755 0.486
H -6.940 4.285 2.167 0.387
H -4.833 3.105 2.512 -0.086
H -4.456 5.865 3.282 0.459
H -4.791 5.531 1.663 0.402
H -2.553 4.159 3.297 -0.117
H -2.192 5.557 2.281 0.273
H -1.337 2.470 2.031 0.044
H -0.661 3.845 1.038 -0.138
H -1.527 2.502 0.323 -0.333
C 1.505 0.684 0.973 -0.356
O 1.457 2.115 1.051 0.174
H 2.131 0.304 0.166 -0.147
H 1.807 0.210 1.906 0.199
H 0.487 0.331 0.806 0.188
H 1.205 2.468 0.195 -0.093
```

Computed properties:
* frontier orbital gap: 8.7 eV
* net charge: 0
* E_tot: -3463.19007 Eh
* HOMO energy: -8.13 eV
* 2S+1: 1

[3]
Entry from the OMol25 dataset: a molecular structure, C28H36N3O3Ru (ωB97M-V/def2-TZVPD).

```
71
Properties=species:S:1:pos:R:3:mulliken_charge:R:1
Ru 1.080 -1.603 0.469 -0.142
C 3.646 0.030 -0.311 -0.745
O 3.008 -0.874 0.633 -0.241
C 3.397 -0.663 2.019 -0.355
C 2.925 -1.836 2.843 -0.635
O 1.508 -1.968 2.645 -0.065
C 0.951 -3.241 3.011 -0.808
C -0.359 -3.396 2.277 -0.052
O -0.086 -3.265 0.848 -0.312
C -1.067 -3.892 -0.029 -0.823
H 4.707 0.074 -0.079 0.407
H 3.190 1.016 -0.226 0.255
H 3.484 -0.390 -1.298 0.214
H 2.956 0.267 2.373 0.237
H 4.484 -0.594 2.054 0.580
H 3.140 -1.651 3.897 0.347
H 3.428 -2.756 2.531 0.446
H 0.778 -3.276 4.088 0.354
H 1.642 -4.042 2.731 0.441
H -1.073 -2.625 2.565 -0.009
H -0.782 -4.384 2.452 0.609
H -1.197 -4.924 0.289 0.343
H -0.652 -3.848 -1.031 0.288
H -2.007 -3.350 0.030 0.316
C -0.279 4.576 -0.259 -1.252
C -1.310 4.062 -1.226 0.706
C -1.882 4.890 -2.186 -0.804
C -2.834 4.415 -3.076 -0.753
C -3.249 3.093 -3.015 -0.790
C -2.708 2.252 -2.056 0.091
C -1.739 2.736 -1.184 -0.200
N -1.182 1.861 -0.193 0.479
C -0.444 0.768 -0.454 -0.527
N -0.184 0.497 -1.730 0.270
C 0.459 -0.617 -2.316 0.538
C 1.019 -1.610 -1.531 0.314
C 1.648 -2.675 -2.177 -0.035
C 1.710 -2.737 -3.557 -1.079
C 1.137 -1.723 -4.319 -0.894
C 0.503 -0.647 -3.721 1.054
C -0.116 0.448 -4.547 -1.543
N 0.003 0.016 0.574 1.261
C -0.429 0.386 1.897 -1.239
C 0.401 1.192 2.670 0.309
C 0.045 1.527 3.965 -1.318
C -1.153 1.054 4.485 -0.776
C -1.997 0.287 3.697 -1.095
C -1.666 -0.048 2.385 1.328
C -2.656 -0.779 1.519 -1.246
H -0.003 5.600 -0.501 0.433
H 0.629 3.969 -0.280 0.197
H -0.655 4.577 0.767 0.323
H -1.571 5.926 -2.237 0.415
H -3.258 5.082 -3.814 0.422
H -4.005 2.723 -3.693 0.462
H -3.050 1.227 -1.970 0.532
H -1.212 2.162 0.771 0.252
H -0.561 1.178 -2.379 -0.220
H 2.108 -3.471 -1.593 0.484
H 2.202 -3.568 -4.045 0.454
H 1.184 -1.772 -5.399 0.421
H 0.028 0.251 -5.607 0.424
H 0.332 1.424 -4.337 0.387
H -1.193 0.527 -4.376 0.367
H 1.311 1.581 2.231 0.891
H 0.688 2.159 4.561 0.515
H -1.442 1.303 5.497 0.472
H -2.947 -0.044 4.100 0.530
H -3.209 -1.526 2.089 0.523
H -2.180 -1.263 0.668 -0.151
H -3.391 -0.078 1.118 0.417
```

Computed properties:
* frontier orbital gap (alpha / beta): 7.2 / 6.7 eV
* energy above the lowest of the compared OMol25 structures with the same formula, charge and spin: 0.0000 eV
* net charge: +2
* E_tot: -1572.88269 Eh
* ⟨S²⟩: 0.757
* HOMO energy (alpha / beta): -13.72 / -13.67 eV
* 2S+1: 2

[4]
Entry from the OMol25 dataset: a gas-phase ion, C6H12ClN2 (charge +1) at a distorted geometry (ωB97M-V/def2-TZVPD).

```
21
Properties=species:S:1:pos:R:3:mulliken_charge:R:1
C 0.386 0.998 0.378 0.325
C 0.467 -1.586 0.903 -0.713
C -0.399 -1.407 -0.338 -0.616
C 1.821 -0.863 0.640 -0.514
C -1.209 -0.118 -0.303 0.491
C -1.582 0.559 -1.559 -1.180
N 1.470 0.514 0.816 -0.186
N 0.039 2.331 0.334 -0.348
Cl -2.480 -0.153 0.950 -0.076
H -0.009 -1.042 1.708 0.382
H 0.754 -2.584 1.218 0.385
H 0.213 -1.315 -1.293 0.291
H -1.099 -2.303 -0.533 0.335
H 2.483 -1.217 1.370 0.386
H 2.236 -0.901 -0.397 0.297
H -1.744 1.684 -1.570 0.297
H -2.544 0.170 -2.044 0.331
H -0.775 0.402 -2.202 0.394
H 2.242 1.237 1.002 0.315
H -0.869 2.620 0.083 0.192
H 0.600 2.975 0.836 0.211
```

Computed properties:
* frontier orbital gap: 10.9 eV
* energy above the lowest of the compared OMol25 structures with the same formula, charge and spin: 1.4439 eV
* net charge: +1
* E_tot: -805.22489 Eh
* HOMO energy: -14.36 eV
* 2S+1: 1

What is the formula in the fourth record?
C6H12ClN2

What is the net charge in the second record?
0